ORCA calculation (the ωB97M-V functional and the def2-TZVPD basis) on 11 unconnected molecules or ions with the total composition C49H122N6O11.

Last column: Löwdin charge in e.
Positions of all 188 atoms, in Å:
C  -3.27523  3.93085  4.48698  -0.0295
C  -2.30426  3.35645  5.52261  -0.5238
C  -1.61009  4.53414  6.22738  -0.0442
C  -3.05598  2.58126  6.60950  -0.1481
C  -3.53527  1.21498  6.14057  -0.1986
C  -2.38778  0.36999  5.66522  -0.1438
C  -1.55763  1.04737  4.56290  -0.4635
C  -0.24673  0.26786  4.28920  -0.0381
C  -2.30237  1.04131  3.16505  -0.0146
N  -1.25228  2.41947  5.03256  -0.0731
O  -0.40919  3.06627  4.06038  -0.0345
H  -3.65961  4.92222  4.81979  0.0921
H  -2.80118  3.99351  3.51079  0.0647
H  -4.18848  3.30318  4.28835  0.0847
H  -0.95165  4.03196  6.95609  0.0857
H  -1.00690  5.15053  5.57234  0.0760
H  -2.30970  5.18576  6.79505  0.0970
H  -2.28594  2.48576  7.36762  0.1077
H  -3.87485  3.22367  6.99581  0.1354
H  -4.02965  0.62065  6.92817  0.1166
H  -4.34864  1.40181  5.42588  0.1029
H  -2.62843  -0.66198  5.36270  0.1226
H  -1.73117  0.27353  6.60366  0.1468
H  -0.34256  -0.82724  4.30916  0.0911
H  0.49993  0.59727  5.01382  0.0615
H  0.20728  0.59087  3.34594  0.0671
H  -3.36251  1.19576  3.24232  0.0514
H  -2.15296  0.10149  2.67821  0.0580
H  -1.96485  1.84186  2.50903  0.0686
H  0.35279  3.25801  4.59213  0.0876
C  3.18405  -2.94084  -2.91067  -0.0499
C  2.92770  -4.30448  -2.38354  -0.5097
C  4.10941  -4.69992  -1.44927  -0.0128
C  1.51683  -4.44466  -1.69206  -0.1252
C  1.10570  -5.83722  -1.34520  -0.2007
C  1.00897  -6.54988  -2.64833  -0.1577
C  2.38955  -6.66606  -3.38286  -0.4464
C  3.39989  -7.57917  -2.63055  -0.0146
C  2.14550  -7.13076  -4.83763  -0.0505
N  2.84083  -5.19369  -3.55697  -0.0867
O  4.10552  -5.21503  -4.21416  -0.0577
H  3.19783  -2.25501  -2.01634  0.0727
H  4.16509  -2.89949  -3.41360  0.0892
H  2.38666  -2.56676  -3.60528  0.0825
H  4.23689  -3.91591  -0.68840  0.0786
H  3.93303  -5.57733  -0.87555  0.0446
H  4.99534  -4.91066  -2.05049  0.0831
H  1.52500  -3.73875  -0.84607  0.1126
H  0.77799  -4.07133  -2.43583  0.1176
H  1.88719  -6.33565  -0.71671  0.1135
H  0.19384  -5.85221  -0.77339  0.1056
H  0.27512  -6.09254  -3.34373  0.1102
H  0.58438  -7.55179  -2.44987  0.1256
H  3.16408  -8.59739  -2.90967  0.0779
H  3.31311  -7.42215  -1.56534  0.0530
H  4.38844  -7.28441  -3.00177  0.0848
H  1.52995  -6.46428  -5.45182  0.0798
H  1.70337  -8.16561  -4.82120  0.0965
H  3.09811  -7.23174  -5.36811  0.0718
H  3.93443  -5.05833  -5.14670  0.1000
C  1.71332  8.66350  0.94485  -0.1492
O  1.29982  7.33551  0.92712  -0.2200
C  2.34233  6.39190  0.55997  -0.1479
C  1.72941  4.96218  0.36266  -0.4383
C  0.99940  4.45853  1.61775  -0.0685
N  2.72949  3.99509  0.00651  0.0541
H  2.18635  8.96279  1.89524  0.0841
H  0.85826  9.34567  0.80301  0.0880
H  2.46607  8.89281  0.15425  0.0917
H  2.75403  6.70842  -0.41958  0.1245
H  3.13525  6.39862  1.32686  0.1261
H  1.03227  5.02840  -0.42444  0.0994
H  0.16877  5.07886  1.99314  0.0747
H  1.76731  4.40691  2.40362  0.0710
H  0.58689  3.41929  1.38328  0.0877
H  2.31703  3.09545  -0.10673  0.0264
H  3.36663  3.89850  0.80845  0.0650
C  4.78856  0.92143  -1.47519  -0.0963
O  5.96017  0.22363  -1.12540  -0.1840
C  5.75398  -1.02183  -0.46637  -0.1924
C  7.06205  -1.81829  -0.52706  -0.4344
C  7.38401  -2.21354  -1.95755  -0.0424
N  6.97680  -2.96100  0.35587  0.0422
H  4.20670  0.41080  -2.26550  0.0737
H  5.10983  1.90076  -1.79903  0.0885
H  4.13724  1.06136  -0.58325  0.0680
H  5.50599  -0.77716  0.60465  0.1216
H  4.91217  -1.59697  -0.83555  0.0953
H  7.82152  -1.12560  -0.17694  0.1309
H  6.58375  -2.81450  -2.36191  0.0615
H  8.22825  -2.85888  -1.97485  0.0619
H  7.58312  -1.36471  -2.59114  0.0783
H  6.70665  -2.69168  1.29634  0.0673
H  7.82650  -3.43491  0.57985  0.0630
C  -1.19270  7.64854  -1.59243  -0.0924
O  -1.72626  6.40610  -1.99658  -0.1691
C  -1.97156  5.63944  -0.90184  -0.2990
C  -2.58631  4.36474  -1.32364  -0.4146
C  -2.99356  3.57880  -0.01702  -0.0282
N  -1.79955  3.62530  -2.30851  0.0730
H  -0.32100  7.46327  -0.93725  0.0726
H  -1.96395  8.17713  -0.94990  0.1028
H  -0.99136  8.25142  -2.50684  0.0994
H  -1.04520  5.33818  -0.32266  0.1311
H  -2.67971  6.10466  -0.17239  0.1361
H  -3.53007  4.54966  -1.84139  0.1355
H  -2.17938  2.93005  0.29477  0.0491
H  -3.83771  2.97055  -0.29949  0.0475
H  -3.33492  4.26246  0.76387  0.0747
H  -1.57439  4.22345  -3.08929  0.0691
H  -0.93714  3.30087  -1.93103  0.0323
C  -9.45763  -0.41868  1.23674  -0.1323
O  -8.06993  -0.55826  1.14819  -0.1637
C  -7.61140  0.30005  0.11808  -0.2263
C  -6.12801  0.12867  -0.04201  -0.4902
C  -5.22879  0.60860  1.08021  -0.0580
N  -5.77609  0.76453  -1.28275  0.0232
H  -9.91466  -1.16949  1.84265  0.0786
H  -9.91172  -0.38604  0.25838  0.0737
H  -9.73077  0.59409  1.64754  0.1029
H  -8.07478  -0.08240  -0.82501  0.1286
H  -7.88438  1.38341  0.19725  0.1471
H  -5.90975  -0.95646  -0.17664  0.1301
H  -5.45144  0.11394  2.01844  0.0806
H  -5.56861  1.61905  1.14383  0.0705
H  -4.17366  0.58831  0.76358  0.0648
H  -6.42295  0.52100  -2.04372  0.0768
H  -4.79715  0.48417  -1.55850  0.0982
C  2.39352  0.91471  -4.45741  -0.0522
C  0.94786  0.66240  -4.90588  -0.4438
C  0.82937  -0.63094  -5.72311  -0.0470
O  0.21728  0.57501  -3.68286  -0.0786
H  2.91350  1.30955  -5.32569  0.0793
H  2.89533  -0.00144  -4.09921  0.0679
H  2.50594  1.63829  -3.64241  0.0798
H  0.61373  1.59606  -5.37186  0.1367
H  1.57358  -0.55248  -6.54622  0.0894
H  -0.14035  -0.81960  -6.21736  0.0795
H  1.09678  -1.53433  -5.17648  0.0584
H  -0.58640  0.08028  -3.73694  0.0599
C  3.80608  1.85351  2.81946  -0.0433
C  4.24093  0.48783  3.45285  -0.4343
C  3.41374  0.31006  4.75529  -0.0568
O  3.82223  -0.54338  2.55757  -0.0695
H  2.74065  2.02774  3.09606  0.0710
H  3.86423  1.82230  1.73462  0.0492
H  4.37911  2.71585  3.15762  0.0789
H  5.33163  0.43513  3.56486  0.1317
H  2.34475  0.49278  4.55572  0.0386
H  3.74309  0.98434  5.60267  0.1018
H  3.52751  -0.68682  5.14581  0.0638
H  3.88550  -1.39157  2.97519  0.0732
C  -1.49418  -3.51139  1.74274  -0.0249
C  -2.96903  -3.87789  1.40884  -0.4757
C  -3.86581  -2.70066  1.51115  -0.0629
O  -2.98728  -4.45289  0.09833  -0.0621
H  -1.39803  -2.75980  2.48125  0.0489
H  -1.04618  -3.08989  0.80592  0.0792
H  -0.93193  -4.38224  1.96674  0.0628
H  -3.36566  -4.66557  2.04700  0.1367
H  -4.80861  -2.87560  0.98176  0.0897
H  -3.31513  -1.87940  1.00935  0.0765
H  -4.04859  -2.45588  2.51208  0.0662
H  -2.65079  -3.78662  -0.50018  0.0523
C  -1.05919  0.17075  -0.45287  -0.0221
C  0.37583  0.56035  -0.13228  -0.4435
C  1.40289  -0.48694  -0.45346  -0.0409
O  0.66790  1.72718  -0.91687  -0.0873
H  -1.79496  0.83272  -0.05963  0.0427
H  -1.28314  -0.82766  -0.11138  0.0590
H  -1.19472  0.11191  -1.49660  0.0537
H  0.50611  0.88616  0.87965  0.1147
H  2.36200  -0.07274  -0.16073  0.0512
H  1.40456  -0.76689  -1.52089  0.0804
H  1.25305  -1.35581  0.23755  0.0925
H  0.39172  1.65123  -1.84705  0.0551
C  -2.61682  -2.41699  -3.69614  -0.0297
C  -2.75826  -3.95922  -3.85577  -0.4916
C  -2.16577  -4.47954  -5.19460  -0.0452
O  -2.04027  -4.46338  -2.79047  -0.0611
H  -1.54016  -2.29632  -3.55955  0.0730
H  -3.18353  -2.12246  -2.84455  0.0586
H  -2.96051  -1.89599  -4.57278  0.0748
H  -3.78776  -4.24286  -3.79121  0.1252
H  -2.55908  -4.07380  -6.14066  0.0785
H  -2.12215  -5.57237  -5.25535  0.0758
H  -1.15048  -4.09210  -5.21891  0.0640
H  -2.35696  -5.33864  -2.51848  0.1125

M	971.55	g mol⁻¹
structure (SMILES)	CC1(C)CCCC(C)(C)N1O.CC1(C)CCCC(C)(C)N1O.COC[C@H](C)N.COC[C@H](C)N.COC[C@H](C)N.COC[C@H](C)N.CC(C)O.CC(C)O.CC(C)O.CC(C)O.CC(C)O
orbital gap	0.3259	hartree